C44H55BBr4MoN7O3SSe | ωB97M-V/def2-TZVPD

Calculated values
E_tot	-421982.8163	eV
HOMO energy (alpha / beta)	-0.0522 / -0.0562	hartree
expectation value of S²	3.77
total charge	-2
gap between HOMO and LUMO (alpha / beta)	5.3 / 5.4	eV
molecular weight	1267.365	g mol⁻¹
energy relative to the best compared isomer or geometry (same formula, charge and spin)	38.9	kcal/mol
multiplicity	4

Positions of all 117 atoms, in Å:
Mo  0.3266  -0.4645  0.3066
C  1.9321  3.9347  3.2347
C  2.1641  2.9977  2.0922
C  3.0927  3.0912  1.0886
C  2.9023  1.9683  0.2569
N  1.8759  1.2499  0.7337
N  1.4459  1.8889  1.8619
B  0.3977  1.2956  2.8170
N  0.7639  -0.1391  3.2094
N  0.7701  -1.1885  2.3351
C  1.0695  -2.2851  3.0462
C  1.2512  -1.9036  4.3915
C  1.0576  -0.5491  4.4507
C  1.1329  0.3443  5.6469
C  1.0947  -3.7755  2.7014
C  -0.2468  -4.3465  3.2033
C  2.2459  -4.4321  3.4835
C  1.2853  -4.1926  1.2485
N  -1.0110  1.4125  2.2301
N  -1.3864  0.9183  1.0128
C  -2.6585  1.3142  0.8236
C  -3.0770  2.0430  1.9547
C  -2.0151  2.0746  2.8187
C  -1.9564  2.6994  4.1762
C  -3.6008  1.2363  -0.3829
C  -5.0174  0.9158  0.1209
C  -3.6040  2.6415  -1.0192
C  -3.2781  0.2366  -1.4930
C  3.8327  1.7564  -0.9352
C  3.6004  0.5085  -1.7745
C  3.7059  2.9800  -1.8609
C  5.2668  1.6831  -0.3846
H  2.6007  4.7887  3.1316
H  0.9021  4.2985  3.2461
H  2.1255  3.4554  4.1972
H  3.8282  3.8718  0.9765
H  0.4143  1.9563  3.8124
H  1.4874  -2.5425  5.2268
H  1.4151  -0.2532  6.5133
H  1.8740  1.1363  5.5135
H  0.1696  0.8196  5.8504
H  -0.3818  -4.1566  4.2720
H  -1.0763  -3.8787  2.6674
H  -0.2773  -5.4281  3.0317
H  2.0974  -4.3840  4.5665
H  2.3106  -5.4862  3.2001
H  3.1957  -3.9513  3.2389
H  0.6275  -3.6757  0.5623
H  2.3143  -4.0348  0.9386
H  1.0844  -5.2666  1.1726
H  -4.0361  2.5044  2.1216
H  -2.9225  3.1550  4.3931
H  -1.7442  1.9504  4.9431
H  -1.1855  3.4702  4.2396
H  -5.3511  1.5897  0.9126
H  -5.7168  1.0097  -0.7152
H  -5.0712  -0.1077  0.4979
H  -3.9601  3.4015  -0.3163
H  -2.5917  2.9028  -1.3400
H  -4.2574  2.6420  -1.8986
H  -2.9944  -0.7409  -1.1117
H  -4.1660  0.1171  -2.1271
H  -2.4688  0.6039  -2.1132
H  2.6165  0.5092  -2.2360
H  4.3613  0.4642  -2.5607
H  3.6962  -0.3815  -1.1666
H  2.6838  3.0479  -2.2412
H  3.9534  3.9151  -1.3506
H  4.3866  2.8593  -2.7087
H  5.3790  0.8175  0.2702
H  5.9717  1.5792  -1.2151
H  5.5292  2.5819  0.1822
O  -2.2208  -1.2563  2.9098
N  -3.1762  -1.7357  2.2048
C  -4.4180  -1.7943  2.7588
C  -5.4956  -2.3615  2.1273
C  -5.3135  -2.8958  0.8574
C  -4.0664  -2.7998  0.2799
C  -2.9657  -2.2052  0.9206
S  -1.4561  -2.2288  0.0699
H  -4.4618  -1.3766  3.7528
H  -6.4565  -2.3756  2.6249
H  -6.1338  -3.3592  0.3235
H  -3.8809  -3.1805  -0.7164
Br  6.1923  -4.3499  -1.4844
C  4.4312  -3.6874  -1.7297
C  3.6682  -4.0529  -2.8249
Br  4.4168  -5.1665  -4.1731
C  2.3403  -3.6089  -2.9322
Br  1.2406  -4.1170  -4.3950
C  1.7197  -2.7827  -1.9628
O  0.5168  -2.4083  -1.9707
C  2.5611  -2.3456  -0.8688
O  2.0472  -1.5437  0.0369
C  3.8480  -2.8420  -0.7609
Br  4.8075  -2.3115  0.7975
C  -1.6035  2.0830  -7.7374
C  -1.2157  1.8865  -6.2924
C  -0.6155  2.8968  -5.5570
C  -0.2360  2.7268  -4.2257
C  0.3848  3.9256  -3.5384
C  -0.4523  1.4890  -3.5904
Se  0.0939  1.3328  -1.7420
C  -1.0825  0.4610  -4.3165
C  -1.4098  -0.8851  -3.7282
C  -1.4433  0.6817  -5.6450
H  -1.3664  3.0952  -8.0699
H  -2.6745  1.9198  -7.8879
H  -1.0727  1.3812  -8.3869
H  -0.4295  3.8599  -6.0292
H  -0.3291  4.7547  -3.5103
H  0.6718  3.6909  -2.5164
H  1.2694  4.2638  -4.0853
H  -0.9572  -1.0404  -2.7555
H  -1.0485  -1.6804  -4.3807
H  -2.4951  -0.9983  -3.6311
H  -1.9186  -0.1327  -6.1908

=====

C44H55ClN12NaO11PS3 | ωB97M-V/def2-TZVPD

Calculated values
E_tot	-145658.7681	eV
HOMO energy	-0.0556	hartree
total charge	-2
gap between HOMO and LUMO	4.6	eV
molecular weight	1113.615	g mol⁻¹
energy relative to the best compared isomer or geometry (same formula, charge and spin)	38.2	kcal/mol

Positions of all 128 atoms, in Å:
Na  -0.3925  -0.0528  -0.3028
C  5.7156  0.0568  0.8585
S  4.4612  -0.7432  1.8772
C  3.0213  -0.5928  0.8458
S  2.5193  1.0192  0.3006
N  2.4690  -1.7044  0.4947
N  1.2629  -1.6986  -0.0961
C  1.0256  -2.9543  -0.6709
C  -0.3938  -3.4454  -0.4380
C  -0.7542  -3.6811  0.8904
C  -2.0055  -4.1863  1.1618
C  -2.8708  -4.4281  0.0980
C  -2.4351  -4.1307  -1.1763
N  -1.2168  -3.6595  -1.4541
H  6.6176  0.1477  1.4657
H  5.3844  1.0544  0.5730
H  5.9388  -0.5276  -0.0354
H  1.7415  -3.6990  -0.2936
H  -0.0393  -3.4539  1.6695
H  -2.3122  -4.3811  2.1832
H  -3.8707  -4.8115  0.2554
H  -3.0937  -4.2768  -2.0282
C  -4.9891  0.1248  -3.4416
N  -3.9944  -0.5068  -2.6031
C  -3.0113  -1.2730  -3.3538
P  -3.6078  0.1092  -1.0975
O  -2.4164  -0.6148  -0.6037
N  -3.5842  1.7395  -1.3282
C  -3.7191  2.7011  -0.2344
C  -2.7210  2.2623  -2.3899
N  -4.8616  -0.0703  -0.0175
C  -4.8500  -1.1905  0.9053
C  -6.1654  0.5266  -0.2028
H  -4.5466  0.8671  -4.1212
H  -5.7465  0.6284  -2.8459
H  -5.4884  -0.6326  -4.0548
H  -2.5023  -0.6466  -4.0996
H  -3.5103  -2.0916  -3.8840
H  -2.2603  -1.6843  -2.6864
H  -4.1330  2.2091  0.6415
H  -4.4065  3.4995  -0.5400
H  -2.7468  3.1451  -0.0004
H  -2.5371  1.4958  -3.1448
H  -1.7688  2.5850  -1.9640
H  -3.2110  3.1138  -2.8733
H  -3.8313  -1.5495  1.0226
H  -5.4841  -2.0142  0.5497
H  -5.2237  -0.8653  1.8820
H  -6.0930  1.4191  -0.8222
H  -6.5760  0.8237  0.7674
H  -6.8765  -0.1713  -0.6677
C  -5.0623  3.5619  5.2961
C  -5.2131  2.0738  4.9575
C  -6.4503  1.5346  5.6857
C  -5.4563  1.9470  3.4497
C  -3.9416  1.2522  5.3609
O  -4.2311  -0.0922  4.9727
C  -3.7214  1.2726  6.8864
C  -2.4067  0.6573  7.3931
C  -1.2784  1.6420  7.5915
C  -1.4353  2.7150  8.4635
C  -0.4167  3.6306  8.6661
C  0.7754  3.4672  7.9834
Cl  2.0540  4.6239  8.2418
C  0.9674  2.4118  7.1104
C  -0.0654  1.5025  6.9256
C  -2.6825  1.7833  4.6008
N  -1.9795  0.7627  3.8487
C  -1.7172  0.7230  2.5329
N  -1.0380  -0.3705  2.2318
C  -0.9206  -0.9888  3.4238
N  -1.4801  -0.3538  4.4399
H  -5.9057  4.1127  4.8720
H  -4.1528  3.9990  4.8794
H  -5.0618  3.7424  6.3722
H  -7.3373  2.0682  5.3341
H  -6.3877  1.6825  6.7649
H  -6.5878  0.4714  5.4889
H  -6.4469  2.3426  3.2092
H  -5.4069  0.9081  3.1251
H  -4.7383  2.5230  2.8651
H  -3.3987  -0.5899  4.9609
H  -4.5481  0.7135  7.3235
H  -3.8006  2.2940  7.2677
H  -2.0728  -0.1420  6.7317
H  -2.6158  0.1952  8.3625
H  -2.3715  2.8403  8.9985
H  -0.5384  4.4643  9.3444
H  1.8931  2.2907  6.5732
H  0.0824  0.6875  6.2273
H  -1.9880  2.2520  5.2957
H  -2.9474  2.5397  3.8643
H  -1.9802  1.5036  1.8338
H  -0.3878  -1.9159  3.5653
O  3.3485  -4.3831  -2.5850
S  1.9636  -4.2630  -2.9333
O  1.1419  -5.4323  -2.8048
N  1.2717  -2.9594  -2.1869
C  0.8229  -1.9744  -3.0314
O  0.2440  -0.9569  -2.7410
C  1.1767  -2.3373  -4.4450
C  0.9336  -1.5793  -5.5752
C  1.3335  -2.0948  -6.8005
C  1.9626  -3.3355  -6.8852
C  2.2078  -4.0933  -5.7475
C  1.7953  -3.5616  -4.5410
H  0.4502  -0.6156  -5.4823
H  1.1602  -1.5256  -7.7051
H  2.2679  -3.7124  -7.8535
H  2.7007  -5.0547  -5.8023
O  -0.8217  4.1996  0.2525
C  -0.2148  3.1290  0.4668
O  -0.6455  1.9714  0.1538
C  1.1066  3.1455  1.1985
C  1.8371  4.2734  1.2791
C  3.0597  4.3057  2.0333
C  3.3303  3.2820  2.9332
C  2.5478  2.1543  2.8977
C  1.6496  1.8569  1.7525
N  2.6127  1.2541  3.9739
O  3.4150  1.4563  4.8932
O  1.8415  0.2891  3.9906
N  3.8639  5.4631  2.0390
O  3.5250  6.4292  1.3459
O  4.8647  5.5056  2.7663
H  1.4625  5.1787  0.8241
H  4.0945  3.3988  3.6863
H  0.8611  1.1743  2.0375